(1)
This record from the Open Molecules 2025 dataset describes a structure of composition C4H8N2O. The level of theory is ωB97M-V with the def2-TZVPD basis set.

Structure (XYZ):
```
15
Properties=species:S:1:pos:R:3
O 2.3733 -0.1925 -0.4919
N 0.2198 1.6612 0.9319
N 0.1810 -1.0775 -1.0081
C -0.0623 0.9360 -0.2479
C 1.3702 -0.0626 -1.1934
C -1.3360 -1.0348 0.9692
C -0.5255 -0.4142 -0.1126
H -0.6713 -1.3909 1.7635
H -0.4280 1.4802 -1.1103
H 1.4186 0.2906 -2.2334
H -1.8820 -1.9022 0.5901
H 0.0110 -2.0149 -1.3596
H 0.2322 2.6620 0.7960
H -2.0247 -0.3120 1.4025
H 1.1237 1.3718 1.3041
```

Summary:
- Kohn-Sham gap (eV) = 7.7
- HOMO energy (Eh) = -0.2645
- E_LUMO (eV) = 0.551

The natural (NBO) scheme yields these atomic charges, measured in e:
1 O -0.69
2 N -0.84
3 N -0.58
4 C -0.22
5 C 0.42
6 C -0.69
7 C 0.39
8 H 0.25
9 H 0.23
10 H 0.12
11 H 0.23
12 H 0.39
13 H 0.37
14 H 0.24
15 H 0.38

(2)
This record from the Open Molecules 2025 dataset describes a structure of composition C46H43O6PdS3. The level of theory is ωB97M-V with the def2-TZVPD basis set.

Structure (XYZ):
```
99
Properties=species:S:1:pos:R:3
Pd 0.8709 -0.1032 0.9054
S 0.3781 -0.7940 3.0262
S -0.6664 3.7616 -0.6937
S 2.0911 -6.6469 -1.6775
O 2.2938 1.7086 1.3281
O 1.5132 -1.5391 3.6412
O 0.4283 3.4801 0.3207
O 3.2198 1.4745 -2.0211
O 2.0404 -0.0430 -0.8430
O 2.5097 -6.1717 -0.3405
C -0.1369 0.6013 4.0010
C -2.6216 -5.0819 -2.1875
C -2.2368 -2.7574 -1.6442
C 0.0391 4.4635 -2.2091
C 2.4855 -3.9291 -2.3488
C 0.4986 2.1423 5.8357
C 1.0551 6.3103 -3.3215
C -5.1117 -3.0753 3.7124
C -1.2479 3.4146 7.1614
C -1.6473 -1.9281 4.4500
C -2.8833 -2.5164 4.6768
C 2.3655 -4.4858 -5.0269
C 2.1025 -5.2404 -2.7381
C -2.6500 -3.7584 -2.5343
C 0.5197 3.5586 -3.1539
C -1.4215 1.0778 4.0498
C -4.2604 -2.2364 1.2613
C -6.0808 -2.9015 2.6930
C -3.2790 -2.4538 2.2318
C -1.9514 -1.4440 -2.0516
C 2.8806 0.9812 -0.9220
C 0.7927 1.0259 4.9630
C -0.9644 -0.7441 -1.3475
C 2.7328 -3.2205 -4.5723
C -1.8534 -3.0805 -0.3365
C 4.4891 0.5741 0.9686
C -0.6312 -1.0690 -0.0131
C 2.0365 -5.5334 -4.1406
C 4.0223 2.9712 0.2427
C -0.8500 2.5722 5.9340
C -1.4801 5.2332 0.0737
C 1.2516 5.4964 -4.4553
C 1.8217 6.0791 -5.7354
C -1.8287 -2.1895 1.9965
C -1.3986 -2.0863 0.5587
C -3.7739 -2.6806 3.5827
C -1.8405 -4.4470 0.0209
C 2.7913 -2.9582 -3.2199
C -1.1345 -1.8080 3.1290
C 0.3649 5.8280 -2.2276
C 1.1330 4.0757 -4.3098
C -2.2072 -5.4319 -0.8668
C -5.6248 -2.4774 1.4887
C 3.4354 1.5833 0.4295
C 3.0951 -2.2130 -5.5354
C -1.7554 2.1008 4.9428
H -2.7275 2.5406 4.8821
H 1.7747 0.5211 4.8862
H -0.9314 2.8599 8.0879
H -6.4119 -2.1842 0.7156
H -3.0521 -3.4159 -3.4929
H -2.3244 3.5201 7.1546
H 1.4037 3.4629 -5.1558
H -1.4726 -4.7405 1.0209
H 2.3339 -4.7543 -6.0700
H 2.6290 6.7592 -5.5246
H -1.9919 4.9154 0.9825
H 5.1881 0.4737 0.1691
H -2.2649 -6.4877 -0.4920
H 1.6852 -6.4749 -4.5624
H -3.9756 -1.9544 0.1996
H -2.2012 0.7399 3.4020
H 2.4824 -2.3975 -6.4300
H 0.3830 2.4448 -3.0108
H 4.0567 -0.4491 1.2284
H 4.3765 3.3602 1.2010
H -2.8176 -5.9118 -2.8891
H -1.0548 -1.6506 5.3247
H 2.9797 -1.8911 -2.8792
H 1.3665 2.6475 6.3290
H -2.4479 -1.0174 -2.9533
H 3.2235 3.6985 -0.0266
H 1.3075 7.3764 -3.3460
H -5.4829 -3.3990 4.6870
H -0.8173 4.4202 7.1720
H 2.8968 -1.1911 -5.1689
H 4.1591 -2.2348 -5.8918
H -0.4498 0.0900 -1.8267
H -3.2225 -2.8294 5.6478
H -7.1115 -3.1777 2.9426
H 1.7448 2.4304 0.8933
H 2.2210 5.2301 -6.2820
H 1.1642 6.6640 -6.4016
H 4.7637 3.0047 -0.5549
H -0.6977 5.8865 0.3716
H 5.0653 1.0266 1.7584
H 0.2087 6.4655 -1.3430
H -2.1437 5.7424 -0.6174
H 2.4651 -3.5874 -1.2888
```

Summary:
- Kohn-Sham gap (eV) = 2.5
- charge = -1
- HOMO energy (Eh) = -0.0495
- E_LUMO (eV) = 1.191

The Mulliken scheme yields these atomic charges, measured in e:
1 Pd -0.25
2 S 1.62
3 S 0.53
4 S -0.04
5 O -0.24
6 O -0.82
7 O -0.75
8 O -0.68
9 O -0.64
10 O -0.65
11 C 0.16
12 C -0.65
13 C 1.50
14 C 0.60
15 C -0.49
16 C -0.71
17 C -0.84
18 C -0.79
19 C -1.33
20 C -0.27
21 C -1.39
22 C -0.67
23 C 0.42
24 C -0.66
25 C -0.02
26 C -0.23
27 C 0.08
28 C -0.51
29 C 0.49
30 C -1.43
31 C 0.29
32 C -0.52
33 C 0.08
34 C 0.93
35 C 0.38
36 C -1.78
37 C -0.06
38 C -0.80
39 C -1.48
40 C 0.85
41 C -1.29
42 C 0.89
43 C -1.29
44 C 0.87
45 C -0.36
46 C 0.69
47 C -0.64
48 C -0.30
49 C -0.31
50 C -0.40
51 C -0.88
52 C -0.60
53 C -0.70
54 C 1.54
55 C -1.26
56 C -0.77
57 H 0.39
58 H 0.44
59 H 0.30
60 H 0.27
61 H 0.35
62 H 0.37
63 H 0.35
64 H 0.40
65 H 0.27
66 H 0.35
67 H 0.37
68 H 0.48
69 H 0.30
70 H 0.34
71 H 0.16
72 H 0.63
73 H 0.34
74 H 0.09
75 H 0.26
76 H 0.42
77 H 0.36
78 H 0.46
79 H 0.00
80 H 0.30
81 H 0.33
82 H 0.15
83 H 0.32
84 H 0.34
85 H 0.31
86 H 0.26
87 H 0.24
88 H 0.63
89 H 0.43
90 H 0.36
91 H 0.38
92 H 0.36
93 H 0.28
94 H 0.32
95 H 0.36
96 H 0.45
97 H 0.18
98 H 0.45
99 H 0.40

(3)
This record from the Open Molecules 2025 dataset describes a cluster of 6 separate species, C6H27N2O5 in total. The level of theory is ωB97M-V with the def2-TZVPD basis set.

Structure (XYZ):
```
40
Properties=species:S:1:pos:R:3
O -0.0285 -2.4498 -1.4402
O -0.1132 2.8774 2.6071
O -0.8857 -0.4628 -3.0922
O 3.0260 -1.2238 -1.3222
O -0.2072 -3.1735 1.2382
N 1.1008 0.9023 -1.7519
N -1.7611 1.1891 0.6225
C -1.0523 1.5601 -0.6002
C -2.4590 -0.6698 2.0740
C 1.0049 0.5913 0.7039
C 2.4107 1.0045 1.1364
C 0.4978 1.4351 -0.4528
C -2.1879 -0.2107 0.6478
H 0.3774 0.6078 -2.4318
H -0.2698 -2.7569 -0.5376
H -3.0823 -0.3769 0.0364
H -0.4605 -4.0603 1.5194
H 1.6572 0.0474 -1.5774
H 0.3398 0.6961 1.5510
H -0.7102 2.2846 2.1098
H -2.5671 1.7857 0.7199
H 1.7308 1.5816 -2.1909
H -0.7805 -1.2546 -2.5264
H 3.1260 0.9756 0.3193
H 2.3688 2.0163 1.5364
H 2.7828 0.3574 1.9329
H -1.1170 -0.7476 -3.9812
H -3.2307 -0.0524 2.5240
H -1.3874 0.9749 -1.4586
H 0.3842 -3.2147 -1.8552
H 0.9805 -0.4661 0.4326
H -2.7797 -1.7104 2.0919
H -1.5777 -0.5366 2.7104
H -1.2811 2.5968 -0.8050
H 2.7403 -1.9111 -0.7077
H 0.8842 2.4418 -0.3321
H -1.4029 -0.8218 0.2053
H 3.9858 -1.1965 -1.2477
H -0.6177 3.1727 3.3757
H -0.6987 -2.5926 1.8322
```

Summary:
- Kohn-Sham gap (eV) = 10.0
- charge = +1
- HOMO energy (Eh) = -0.4595
- E_LUMO (eV) = -2.521

The natural (NBO) scheme yields these atomic charges, measured in e:
1 O -1.00
2 O -0.97
3 O -1.00
4 O -0.96
5 O -0.96
6 N -0.73
7 N -0.65
8 C -0.25
9 C -0.63
10 C -0.44
11 C -0.61
12 C -0.05
13 C -0.22
14 H 0.47
15 H 0.52
16 H 0.19
17 H 0.50
18 H 0.47
19 H 0.25
20 H 0.48
21 H 0.38
22 H 0.43
23 H 0.52
24 H 0.19
25 H 0.23
26 H 0.23
27 H 0.50
28 H 0.23
29 H 0.21
30 H 0.49
31 H 0.20
32 H 0.21
33 H 0.21
34 H 0.22
35 H 0.49
36 H 0.22
37 H 0.18
38 H 0.50
39 H 0.48
40 H 0.49

(4)
This record from the Open Molecules 2025 dataset describes a cluster of 2 separate species, C3H3F6OP in total. The level of theory is ωB97M-V with the def2-TZVPD basis set.

Structure (XYZ):
```
14
Properties=species:S:1:pos:R:3
P -0.3453 -0.1514 1.7501
F 0.9237 2.0715 2.1092
F 0.8149 -2.0699 3.0709
F 2.2653 0.4525 2.1048
F 1.4221 -2.0527 1.0148
F 1.0085 0.8427 3.8717
F -0.5672 -2.8655 1.6682
O -2.6060 -0.0958 2.5662
C 1.0737 0.7884 2.5904
C 0.3661 -1.9235 1.8635
C -0.1823 0.4544 -0.0016
H -1.0176 0.1244 -0.7243
H 0.8068 0.4307 -0.4090
H -0.4602 1.4457 -0.1729
```

Summary:
- Kohn-Sham gap (alpha / beta) (eV) = 8.8 / 8.9
- HOMO energy (alpha / beta) (Eh) = -0.3804 / -0.3761
- E_LUMO (alpha / beta) (eV) = -1.515 / -1.371

The natural (NBO) scheme yields these atomic charges, measured in e:
1 P 0.90
2 F -0.35
3 F -0.30
4 F -0.31
5 F -0.33
6 F -0.28
7 F -0.31
8 O -0.40
9 C 0.76
10 C 0.77
11 C -0.97
12 H 0.28
13 H 0.26
14 H 0.27

Number 1: maximum force 0.481 eV/Å. Number 2: maximum force 3.378 eV/Å. Number 3: maximum force 0.454 eV/Å. Number 4: maximum force 3.410 eV/Å.